(1)
This record from the OMol25 dataset describes a cluster of 2 separate species, C4H9BN3O2 in total. The level of theory is ωB97M-V with the def2-TZVPD basis set.

Last column: natural (NBO) charge in e.
Atoms and positions in Å:
B1 -2.8599 0.5396 0.1294  1.013
C1 2.1151 0.8247 -0.5659  -0.455
C2 3.1246 0.3277 0.1745  0.143
C3 0.7696 0.3984 -0.6033  0.016
C4 -1.9634 -0.6331 -0.3144  0.309
N1 0.2555 -0.5365 0.0750  -0.356
N2 -2.1009 -1.7444 -0.7595  -0.638
N3 3.0133 -0.5569 1.1737  -0.764
O1 -2.9734 1.7118 -0.5255  -0.859
O2 -3.3640 -0.0861 1.2462  -0.866
H1 2.6069 1.4947 -1.2806  0.251
H2 4.0309 0.9522 0.1720  0.220
H3 0.0973 0.9971 -1.2829  0.230
H4 -2.9888 -2.1748 -1.2150  0.423
H5 -1.4459 -2.4326 -0.7001  0.419
H6 2.0182 -1.0743 1.1980  0.430
H7 3.8514 -0.9661 1.6146  0.425
H8 -3.2600 2.5147 -0.1036  0.528
H9 -3.9049 0.4624 1.9369  0.531

Output
- charge = +1
- HOMO-LUMO gap (spin up / spin down) (eV) = 6.963 / 7.361
- HOMO (spin up / spin down) (eV) = -11.8 / -11.7
- ΔE to the lowest compared entry with this formula, charge and spin (kcal/mol) = 89.5
- DFT total energy (eV) = -13526.93368

***

(2)
This record from the OMol25 dataset describes a cluster of 2 separate species, C4H8NO2 in total. The level of theory is ωB97M-V with the def2-TZVPD basis set.

Last column: natural (NBO) charge in e.
Atoms and positions in Å:
C1 -0.7209 -0.0714 2.0824  -0.117
C2 0.5504 0.0298 2.4733  -0.074
C3 0.2759 -0.4591 1.1801  -0.008
C4 0.9105 -1.3498 0.1994  0.274
N1 0.5660 0.1462 -0.1561  -0.646
O1 -1.4113 1.0874 -1.7236  -0.918
O2 2.2357 -1.5610 0.2035  -0.638
H1 -1.7142 -0.1843 2.4866  0.271
H2 1.2562 0.2520 3.2185  0.267
H3 0.2911 -1.8604 -0.5402  0.210
H4 1.4600 0.6027 -0.1660  0.424
H5 -0.3380 0.4877 -0.5599  0.459
H6 -2.0584 1.6975 -1.2895  0.499
H7 -0.6764 1.7241 -1.9196  0.483
H8 2.4084 -1.9854 -0.7133  0.513

Output
- charge = +1
- HOMO-LUMO gap (eV) = 11.312
- HOMO (eV) = -14.6
- ΔE to the lowest compared entry with this formula, charge and spin (kcal/mol) = 101.1
- DFT total energy (eV) = -9851.94492

***

(3)
This record from the OMol25 dataset describes a cluster of 2 separate species, C4H12NO2 in total. The level of theory is ωB97M-V with the def2-TZVPD basis set.

Last column: natural (NBO) charge in e.
Atoms and positions in Å:
C1 1.3619 0.0065 1.6927  -0.015
O1 0.7396 -0.0530 2.8863  -0.949
C2 0.3641 -0.0825 0.3230  -0.114
C3 0.9961 0.6523 -0.8615  -0.397
C4 0.6018 -0.0633 -2.2066  -0.605
N1 -0.9587 0.4355 0.8152  -0.924
H1 2.1688 -0.8294 1.6911  0.077
H2 1.9117 0.9242 1.6073  0.081
H3 0.2017 -1.1473 0.1817  0.166
H4 2.1316 0.8916 -0.7626  0.194
H5 0.5482 1.6378 -1.0089  0.191
H6 -0.4047 -0.0041 -2.4668  0.203
H7 1.3026 0.4440 -2.8404  0.186
H8 0.8034 -1.0881 -2.2781  0.190
H9 -1.2271 1.5598 0.6773  0.330
H10 -0.8167 0.4008 1.8372  0.413
H11 -2.6909 -0.6545 0.2519  0.515
H12 -3.4890 -1.9129 0.5086  0.452
O2 -3.5442 -1.1175 -0.0474  -0.993

Output
- charge = -1
- HOMO-LUMO gap (eV) = 6.605
- HOMO (eV) = -2.7
- ΔE to the lowest compared entry with this formula, charge and spin (kcal/mol) = 40.6
- DFT total energy (eV) = -9926.46363

***

(4)
This record from the OMol25 dataset describes an isolated molecule of C3H7NO. The level of theory is ωB97M-V with the def2-TZVPD basis set.

Last column: natural (NBO) charge in e.
Atoms and positions in Å:
C1 -1.5917 0.2460 0.1169  -0.601
C2 -0.2940 -0.4872 0.4518  -0.495
C3 0.9001 0.3909 0.1085  0.674
N1 1.8545 -0.1775 -0.6818  -0.824
O1 0.9966 1.5341 0.5197  -0.621
H1 -2.4641 -0.2849 0.5087  0.209
H2 -1.5610 1.2476 0.5531  0.232
H3 -1.7133 0.3508 -0.9667  0.204
H4 -0.2418 -1.4583 -0.0552  0.196
H5 -0.2451 -0.6818 1.5296  0.231
H6 1.7358 -1.0821 -1.1059  0.393
H7 2.6239 0.4025 -0.9787  0.402

Output
- HOMO-LUMO gap (eV) = 10.719
- HOMO (eV) = -9.8
- ΔE to the lowest compared entry with this formula, charge and spin (kcal/mol) = 0.2
- DFT total energy (eV) = -6762.74238

***

(5)
This record from the OMol25 dataset describes a structure of composition C33H57FN2O2SiV. The level of theory is ωB97M-V with the def2-TZVPD basis set.

Last column: Mulliken spin population.
Atoms and positions in Å:
O1 0.4450 0.4020 -4.1152  -0.005
O2 -1.0424 -1.4323 -4.9394  -0.004
C1 0.3851 1.8470 -4.1571  0.003
C2 1.6779 2.5703 -4.4228  0.000
H1 -0.0396 2.1655 -3.1965  -0.002
H2 -0.3522 2.0809 -4.9440  0.000
H3 2.2923 2.7191 -3.5323  0.000
H4 1.4371 3.5682 -4.7801  0.000
H5 2.2827 2.0832 -5.1897  0.000
C3 1.6817 -0.2095 -3.7083  -0.002
C4 2.1983 -1.0409 -4.8588  0.000
H6 1.4492 -0.8011 -2.8094  0.003
H7 2.4215 0.5473 -3.4256  0.000
H8 1.5052 -1.8550 -5.1013  0.000
H9 3.1635 -1.5014 -4.6007  0.000
H10 2.3248 -0.4073 -5.7529  0.000
C5 -1.3953 -2.8639 -4.6277  0.003
C6 -1.7603 -0.8375 -6.1266  -0.001
C7 -0.1926 -3.5638 -4.0874  0.006
H11 -1.7827 -3.2985 -5.5582  0.000
H12 -2.2047 -2.7933 -3.8963  -0.002
H13 0.5668 -3.7318 -4.8633  0.000
H14 -0.4761 -4.5541 -3.7089  0.000
H15 0.2394 -3.0148 -3.2380  -0.002
C8 -0.7706 -1.0128 -7.2341  0.000
H16 -1.9762 0.1963 -5.8587  0.000
H17 -2.6773 -1.4269 -6.2123  0.000
H18 0.1769 -0.5365 -6.9635  0.000
H19 -1.1101 -0.5541 -8.1571  0.000
H20 -0.5981 -2.0791 -7.4128  0.000
H21 -0.1057 -1.1332 -4.9707  0.000
N1 0.5786 -0.0427 0.9266  0.239
C9 0.7956 -0.4721 2.1998  0.380
C10 -0.0679 -1.3884 2.7997  -0.227
C11 -0.9945 -2.2290 2.1712  0.515
C12 1.9702 0.0724 2.9485  -0.033
H22 2.0109 1.1654 2.8675  0.013
H23 2.9235 -0.3375 2.5903  0.025
H24 1.8750 -0.1835 4.0098  0.007
C13 -1.4201 -3.5185 2.7942  -0.018
H25 -1.1715 -4.3980 2.1869  0.021
H26 -2.4966 -3.5432 3.0005  0.025
H27 -0.9007 -3.6230 3.7479  0.004
N2 -1.5681 -1.8657 1.0097  0.345
C14 1.6469 0.5589 0.1802  -0.077
C15 1.6982 1.9575 0.0414  -0.059
C16 0.6968 2.8599 0.6974  0.026
C17 2.7599 2.5310 -0.6608  -0.002
H28 2.7852 3.6169 -0.7735  -0.001
C18 3.7782 1.7508 -1.1936  0.010
H29 4.6091 2.2213 -1.7292  0.001
C19 3.7546 0.3710 -1.0146  -0.005
H30 4.5603 -0.2480 -1.4215  0.001
C20 2.7005 -0.2393 -0.3285  -0.025
C21 2.7314 -1.7216 -0.1103  0.016
C22 -2.4352 -2.7865 0.3149  -0.040
C23 -3.8242 -2.7378 0.5382  -0.095
C24 -4.4055 -1.8137 1.5619  0.019
C25 -4.6607 -3.6049 -0.1671  0.005
H31 -5.7356 -3.5484 0.0194  -0.001
C26 -4.1414 -4.5347 -1.0649  0.002
H32 -4.8036 -5.2095 -1.6116  0.000
C27 -2.7538 -4.6355 -1.2139  -0.004
H33 -2.3235 -5.3953 -1.8689  0.001
C28 -1.8891 -3.8095 -0.4914  -0.047
C29 -0.4107 -4.0459 -0.5792  0.029
V1 -1.3319 0.0268 0.5552  1.950
H34 -0.2767 2.8884 0.1852  -0.004
H35 1.0935 3.8865 0.6831  0.000
H36 0.5268 2.5950 1.7510  0.000
H37 1.7669 -2.2062 -0.3163  0.012
H38 3.0310 -1.9788 0.9180  -0.004
H39 3.4762 -2.1753 -0.7817  0.001
H40 -5.4980 -1.9267 1.5620  -0.001
H41 -4.1693 -0.7557 1.3784  -0.006
H42 -4.0474 -2.0571 2.5735  0.004
H43 0.0393 -4.2906 0.3954  -0.001
H44 0.1211 -3.1761 -0.9902  -0.005
H45 -0.2128 -4.9001 -1.2443  0.000
H46 0.1191 -1.6152 3.8444  0.004
C30 -1.7485 -0.0534 -1.2637  -0.053
Si1 -3.3749 0.3611 -2.1466  0.002
H47 -1.4556 -1.0872 -1.5713  -0.026
H48 -0.9386 0.5947 -1.6695  0.043
C31 -3.1790 1.6757 -3.4439  0.001
C32 -4.5157 0.9262 -0.7950  0.009
C33 -4.0565 -1.1358 -3.0240  0.006
H49 -5.1464 -1.1498 -2.9040  0.000
H50 -3.6922 -2.0917 -2.6429  -0.003
H51 -3.8338 -1.0889 -4.0980  0.000
H52 -2.9519 2.6470 -3.0007  -0.001
H53 -4.1294 1.7631 -3.9777  -0.001
H54 -2.3962 1.4348 -4.1675  -0.002
H55 -4.0361 1.6675 -0.1448  -0.001
H56 -4.8602 0.0946 -0.1749  -0.001
H57 -5.3964 1.3851 -1.2577  0.001
F1 -2.1677 1.4117 1.2403  0.026

Output
- spin multiplicity = 4
- HOMO-LUMO gap (spin up / spin down) (eV) = 2.914 / 6.247
- HOMO (spin up / spin down) (eV) = -3.1 / -6.5
- <S²> = 3.78
- ΔE to the lowest compared entry with this formula, charge and spin (kcal/mol) = 82.2
- DFT total energy (eV) = -78501.49496

***

(6)
This record from the OMol25 dataset describes a structure of composition C20H42AlNP3S. The level of theory is ωB97M-V with the def2-TZVPD basis set.

Last column: natural (NBO) charge in e.
Atoms and positions in Å:
Al1 -0.8169 0.5553 1.0407  1.207
P1 2.4540 -2.1924 -1.7648  1.324
P2 1.2485 1.8132 0.1498  0.882
P3 -1.4126 -1.8055 0.5885  0.854
H1 -5.0138 3.0872 -1.0959  0.199
C1 -5.2026 2.2482 -0.4079  -0.388
C2 -5.0500 2.4179 0.9088  -0.425
H2 -4.8665 3.4318 1.3060  0.208
C3 2.3478 -2.6780 -3.4943  -0.960
C4 3.9515 -1.2424 -1.5318  -0.969
C5 2.5935 -3.6565 -0.7394  -0.962
C6 1.1729 3.6245 0.4360  -0.918
C7 3.0450 1.5087 0.4586  -0.921
C8 1.2112 1.6482 -1.6871  -0.928
C9 -3.1947 -1.9702 0.9652  -0.909
C10 -0.7240 -3.2166 1.5539  -0.923
C11 -1.4403 -2.4584 -1.1235  -0.927
H3 -5.6721 1.3802 -0.8728  0.210
H4 -5.3526 1.6565 1.6245  0.213
H5 3.1493 -3.4205 -3.6674  0.297
H6 2.5066 -1.7877 -4.1302  0.291
H7 1.3585 -3.1193 -3.7185  0.289
H8 4.8397 -1.7853 -1.8944  0.311
H9 4.0684 -1.0374 -0.4597  0.264
H10 3.8263 -0.3104 -2.0971  0.272
H11 3.4805 -4.2468 -1.0146  0.308
H12 1.6773 -4.2354 -0.9184  0.273
H13 2.6609 -3.3644 0.3165  0.258
H14 2.1867 4.0605 0.5401  0.273
H15 0.6193 3.7785 1.3773  0.269
H16 0.6254 4.0856 -0.4037  0.274
H17 3.5396 1.0564 -0.4199  0.246
H18 3.1969 0.8486 1.3244  0.223
H19 3.5660 2.4576 0.6761  0.287
H20 1.8794 2.3714 -2.1920  0.277
H21 0.1780 1.8117 -2.0262  0.271
H22 1.5156 0.6245 -1.9714  0.201
H23 -3.4840 -3.0325 0.8657  0.269
H24 -3.7443 -1.3559 0.2350  0.265
H25 -3.3823 -1.6024 1.9851  0.273
H26 -1.5029 -3.9870 1.6904  0.289
H27 -0.3888 -2.8922 2.5508  0.250
H28 0.1287 -3.6785 1.0309  0.237
H29 -2.2674 -3.1789 -1.2545  0.287
H30 -0.4879 -2.9500 -1.3754  0.217
H31 -1.6081 -1.6072 -1.8006  0.253
C12 -2.4237 2.4433 0.4418  -0.224
C13 -2.3453 1.7553 -0.8010  -0.369
C14 -2.4612 2.5115 -1.9775  -0.182
C15 -2.5539 3.9056 -1.9318  -0.204
C16 -2.3357 4.5637 -0.7080  -0.161
C17 -2.4894 3.8542 0.4720  -0.187
S1 -2.5820 1.5723 1.9321  -0.150
H32 1.2989 -1.4463 -1.4301  0.001
H33 -2.4757 0.6636 -0.8393  0.221
H34 -2.4793 1.9879 -2.9394  0.239
H35 -2.7626 4.4690 -2.8463  0.260
H36 -2.1029 5.6265 -0.6815  0.252
H37 -2.7433 4.3376 1.4198  0.249
C18 2.7816 -2.5055 3.4713  -0.585
C19 2.4609 -0.9980 3.5146  -0.565
C20 1.2396 -0.6038 2.8842  0.602
N1 0.2951 -0.0929 2.4142  -0.600
H38 1.8903 -3.0798 3.7563  0.234
H39 3.5822 -2.7307 4.1877  0.277
H40 3.1079 -2.8173 2.4718  0.199
H41 2.4142 -0.6691 4.5632  0.321
H42 3.2688 -0.4021 3.0630  0.281

Output
- charge = +3
- HOMO-LUMO gap (eV) = 7.043
- HOMO (eV) = -15.9
- ΔE to the lowest compared entry with this formula, charge and spin (kcal/mol) = 6.4
- DFT total energy (eV) = -68185.34905